A structure of composition C26H34F3GeN5O3S5SbTi at a distorted geometry. Source: the OMol25 dataset; level of theory: ωB97M-V with the def2-TZVPD basis set.

The geometry in XYZ format:
```
79
Properties=species:S:1:pos:R:3:forces:R:3
N 4.252369 2.893281 -3.342444 -0.025 0.048 -0.228
C -2.391548 4.288150 -0.113245 0.169 -0.094 0.002
H -5.409453 3.267702 2.049390 -0.018 -0.014 -0.025
F -4.983392 -0.355586 -0.081921 0.050 0.194 0.369
C 1.246469 2.788055 4.463625 -0.018 0.032 0.056
C 1.435179 -5.094218 0.732330 -0.141 -0.186 -0.058
H 0.167014 -0.368374 2.385262 -0.070 -0.022 -0.016
H 1.189144 -2.995707 -1.709273 0.332 0.187 -0.217
N 0.627896 -3.640246 -1.087469 -0.804 0.196 0.438
S 0.348561 -2.629095 -4.106207 -1.437 0.475 -0.621
C -4.625605 4.708510 0.663939 -0.052 0.016 -0.021
H -1.752926 -4.757302 2.094630 -0.010 0.067 0.014
C 1.182631 -4.936284 -0.770755 0.106 -0.053 0.293
C 3.214446 2.233700 -2.746428 0.020 -0.054 0.028
H 2.102664 3.357071 4.806355 -0.003 0.015 -0.010
H -0.543600 -3.491007 1.919160 -0.052 -0.008 0.059
C 0.176623 -5.486750 1.505568 0.141 0.243 0.050
C 4.158998 3.615496 -4.601649 0.012 -0.037 -0.034
C -0.917477 -4.420674 1.478838 0.050 -0.144 -0.109
C -1.455106 -4.124297 0.069292 -0.211 0.262 0.172
C -2.299590 3.143258 0.676316 -0.110 -0.383 -0.173
H -1.774425 0.742789 3.247187 -0.005 -0.014 0.023
H 1.481926 3.386976 2.418525 0.043 0.006 0.034
S -3.172375 -1.593015 -4.210997 0.247 0.245 -0.023
C 2.169556 -0.956740 0.096089 0.368 0.049 0.056
N 0.976785 -0.656429 1.853448 0.326 -0.108 0.361
H 2.164258 0.128028 -4.928986 0.013 -0.025 0.071
H 0.523040 -5.736448 -1.121986 0.041 0.023 -0.088
S 3.150527 2.207668 -1.065996 -0.056 -0.012 0.287
Sb -1.153572 -0.562624 -4.461821 -0.003 -1.516 -0.705
H 1.493489 1.229906 -3.002310 0.754 0.189 -0.131
C -3.704151 -0.669258 -0.109254 -0.496 -0.394 -0.184
C -3.417300 2.778692 1.425077 0.055 -0.045 0.029
C -3.542047 5.062523 -0.127615 -0.060 0.060 0.050
F -3.550104 -1.681127 -0.958886 -0.152 -0.113 0.165
H -3.394937 1.871014 2.021420 -0.020 0.039 0.058
H 0.330551 3.225036 0.298550 0.214 -0.217 -0.343
C -0.586851 1.313391 4.920827 -0.005 0.006 -0.002
H -5.518694 5.321174 0.676523 -0.003 0.001 -0.038
C 2.226284 -0.834648 2.300419 -0.049 -0.061 -0.213
C -3.056890 -1.031931 1.279741 -1.051 0.188 -0.244
H 1.829200 -4.149581 1.118968 0.094 -0.028 -0.009
S -0.606394 0.744298 -2.419308 -0.109 0.300 1.999
H 2.195705 -5.863561 0.886654 0.030 0.030 -0.027
H 4.875221 3.228037 -5.330435 -0.065 0.048 -0.059
H -3.595999 5.947082 -0.750959 0.027 0.004 0.003
H -2.425705 -3.638195 0.144897 0.003 0.006 -0.084
N 2.307911 1.619815 -3.502253 -0.392 -0.059 0.159
H 4.361271 4.677165 -4.448366 0.016 -0.014 0.055
H 0.447728 -5.685628 2.545650 -0.036 -0.052 -0.001
H 0.763963 2.040713 6.421558 0.018 0.007 0.002
Ti -0.838720 -0.222892 -0.373985 0.075 0.360 -2.780
C -4.565186 3.557449 1.435416 -0.001 0.004 0.055
H 2.455566 -0.791494 3.351177 -0.069 0.022 0.031
O -3.757277 -1.504496 2.139404 0.219 0.013 -0.026
O -1.799682 -0.786644 1.290878 0.066 0.155 0.079
H 2.120741 -5.010102 -1.318925 -0.046 0.059 -0.088
H 3.157757 3.525250 -5.013399 0.035 0.069 -0.003
F -3.030829 0.398736 -0.676705 0.135 -0.319 0.321
C -0.921750 1.328946 3.572062 -0.106 0.076 0.012
H 4.852852 3.307021 -2.649681 0.005 -0.053 0.050
S 2.025307 -2.003179 -3.176553 1.123 0.342 0.223
H -1.178961 0.728495 5.614960 0.007 0.009 0.010
H 1.793601 1.745574 -5.548276 0.095 0.027 -0.009
C 2.446630 1.180019 -4.876550 -0.039 -0.108 -0.169
H -1.595342 -5.056439 -0.483749 0.024 0.022 -0.058
H 4.086550 -1.219228 1.173295 0.013 -0.006 0.014
C 0.499671 2.048776 5.371223 0.050 -0.056 0.045
C 0.895608 2.804254 3.120812 0.041 0.028 -0.143
C -0.197016 2.081613 2.642004 -0.076 -0.317 -0.080
O -0.893187 -2.024802 -0.973897 -0.156 -0.295 -0.128
N 0.927695 -0.715547 0.506617 0.616 0.131 0.605
H -0.212610 -6.421083 1.087512 -0.045 -0.013 0.042
H 3.479754 1.261314 -5.206568 -0.024 -0.014 0.014
C 3.025918 -1.049850 1.198161 -0.079 -0.017 -0.027
H -1.538205 4.567285 -0.721583 -0.045 0.078 -0.029
H 2.402653 -1.049354 -0.954117 -0.206 0.054 -0.090
C -0.546090 -3.210910 -0.705936 0.709 -1.203 -0.113
Ge -0.616752 2.070446 0.674743 0.006 1.670 1.074
```
Forces are in eV/Å.

Values from the calculation:
Kohn-Sham gap in eV: 5.2
DFT total energy in eV: -189610.307
Strongest force on any atom in eV/A: 2.80
Net charge: -1

What are the Löwdin partial charges on each atom? They are as follows, in elementary charge units: number 1, N, carries -0.0711; number 2, C, carries -0.1246; number 3, H, carries 0.0978; number 4, F, carries 0.1983; number 5, C, carries -0.0999; number 6, C, carries -0.1739; number 7, H, carries 0.1042; number 8, H, carries -0.0874; number 9, N, carries 0.0628; number 10, S, carries -0.2309; number 11, C, carries -0.1090; number 12, H, carries 0.1154; number 13, C, carries -0.1512; number 14, C, carries -0.8930; number 15, H, carries 0.0959; number 16, H, carries 0.1135; number 17, C, carries -0.2086; number 18, C, carries -0.0989; number 19, C, carries -0.1698; number 20, C, carries -0.0600; number 21, C, carries -0.3447; number 22, H, carries 0.0811; number 23, H, carries 0.0874; number 24, S, carries -0.3419; number 25, C, carries -0.1481; number 26, N, carries 0.0266; number 27, H, carries 0.0177; number 28, H, carries 0.1274; number 29, S, carries 0.5478; number 30, Sb, carries 0.2834; number 31, H, carries -0.0340; number 32, C, carries -0.5259; number 33, C, carries -0.1237; number 34, C, carries -0.0998; number 35, F, carries 0.1265; number 36, H, carries 0.0880; number 37, H, carries -0.0351; number 38, C, carries -0.0953; number 39, H, carries 0.0929; number 40, C, carries -0.0588; number 41, C, carries -0.5398; number 42, H, carries 0.1099; number 43, S, carries 0.0411; number 44, H, carries 0.1083; number 45, H, carries 0.0765; number 46, H, carries 0.0952; number 47, H, carries 0.1133; number 48, N, carries -0.0551; number 49, H, carries 0.0798; number 50, H, carries 0.1071; number 51, H, carries 0.0926; number 52, Ti, carries 0.5733; number 53, C, carries -0.0959; number 54, H, carries 0.1263; number 55, O, carries 0.1284; number 56, O, carries -0.1506; number 57, H, carries 0.1225; number 58, H, carries 0.0703; number 59, F, carries 0.0215; number 60, C, carries -0.1491; number 61, H, carries 0.0817; number 62, S, carries -0.1169; number 63, H, carries 0.0988; number 64, H, carries 0.0816; number 65, C, carries -0.1092; number 66, H, carries 0.1344; number 67, H, carries 0.1032; number 68, C, carries -0.1119; number 69, C, carries -0.1231; number 70, C, carries -0.3471; number 71, O, carries -0.1755; number 72, N, carries -0.0955; number 73, H, carries 0.1126; number 74, H, carries 0.0789; number 75, C, carries -0.0373; number 76, H, carries 0.0893; number 77, H, carries 0.0188; number 78, C, carries -0.4020; number 79, Ge, carries 0.8623